A.
Molecular formula: C4H12N2S
Method: DFT, ωB97M-V/def2-TZVPD

Calculated values
LUMO energy (eV): 1.02
Multiplicity: 1
Total charge: 0
SMILES: NCCNCCS

Bonds (Å) are listed after each position.
Cartesian coordinates (Å):
1 C -0.686 -0.406 0.717  N2 1.468, C6 1.592, H8 1.150, H9 1.126
2 N -0.194 0.312 -0.466  C1 1.468, C3 1.461, H10 0.977
3 C 0.878 1.281 -0.249  N2 1.461, C4 1.594, H11 1.101, H12 1.076
4 C 2.398 0.856 -0.468  C3 1.594, S5 1.730, H13 1.138, H14 1.125
5 S 3.013 0.697 1.141  C4 1.730, H15 1.404
6 C -1.867 -1.385 0.292  C1 1.592, N7 1.563, H16 1.083, H17 1.106
7 N -2.812 -0.545 -0.629  C6 1.563, H18 0.989, H19 1.034
8 H -1.054 0.203 1.620  C1 1.150
9 H 0.215 -0.943 1.128  C1 1.126
10 H -0.793 0.378 -1.234  N2 0.977
11 H 0.774 2.197 -0.852  C3 1.101
12 H 0.983 1.567 0.782  C3 1.076
13 H 3.118 1.462 -1.107  C4 1.138
14 H 2.335 -0.190 -0.876  C4 1.125
15 H 3.955 -0.296 0.831  S5 1.404
16 H -2.346 -1.568 1.246  C6 1.083
17 H -1.390 -2.318 -0.061  C6 1.106
18 H -2.758 -0.837 -1.572  N7 0.989
19 H -3.769 -0.466 -0.244  N7 1.034



B.
Molecular formula: C4H12N2S
Method: DFT, ωB97M-V/def2-TZVPD

Calculated values
LUMO energy (eV): 0.93
Multiplicity: 1
Total charge: 0
SMILES: CN[C@H](CN)CS

Bonds (Å) are listed after each position.
Cartesian coordinates (Å):
1 C -0.010 -1.887 -1.155  N2 1.412, H8 1.148, H9 1.122, H10 1.116
2 N 0.684 -1.393 -0.029  C1 1.412, C3 1.473, H11 1.075
3 C 0.370 -0.015 0.385  N2 1.473, C4 1.583, C6 1.593, H12 1.101
4 C 1.102 0.954 -0.629  C3 1.583, S5 1.845, H13 1.063, H14 1.098
5 S 1.292 2.629 0.121  C4 1.845, H15 1.358
6 C -1.212 0.107 0.525  C3 1.593, N7 1.456, H16 1.178, H17 1.128
7 N -1.371 1.350 1.267  C6 1.456, H18 1.047, H19 0.996
8 H -1.115 -1.856 -0.843  C1 1.148
9 H 0.203 -1.261 -2.061  C1 1.122
10 H 0.061 -2.977 -1.383  C1 1.116
11 H 0.352 -1.890 0.866  N2 1.075
12 H 0.709 -0.038 1.433  C3 1.101
13 H 2.045 0.546 -0.902  C4 1.063
14 H 0.536 1.102 -1.559  C4 1.098
15 H 2.645 2.682 0.014  S5 1.358
16 H -1.517 -0.934 0.983  C6 1.178
17 H -1.698 0.067 -0.492  C6 1.128
18 H -0.728 1.296 2.091  N7 1.047
19 H -2.347 1.519 1.369  N7 0.996



C.
Molecular formula: C4H12N2S
Method: DFT, ωB97M-V/def2-TZVPD

Calculated values
LUMO energy (eV): 0.98
Multiplicity: 1
Total charge: 0
SMILES: C[C@H](S)CN(C)N

Bonds (Å) are listed after each position.
Cartesian coordinates (Å):
1 C -1.778 1.450 -0.973  C4 1.580, H8 1.093, H9 1.039, H10 1.146
2 C 2.172 0.122 0.834  N6 1.457, H11 1.049, H12 1.101, H13 1.101
3 C -0.257 0.110 0.660  C4 1.548, N6 1.533, H14 1.071, H15 1.048
4 C -1.432 0.041 -0.345  C1 1.580, C3 1.548, S7 1.777, H16 1.061
5 N 1.071 -1.200 -0.749  N6 1.367, H17 0.998, H18 1.044
6 N 1.067 0.007 -0.108  C2 1.457, C3 1.533, N5 1.367
7 S -2.833 -0.769 0.388  C4 1.777, H19 1.386
8 H -2.187 2.137 -0.228  C1 1.093
9 H -0.879 1.809 -1.351  C1 1.039
10 H -2.559 1.414 -1.811  C1 1.146
11 H 3.124 0.174 0.397  C2 1.049
12 H 2.151 1.071 1.391  C2 1.101
13 H 2.321 -0.598 1.654  C2 1.101
14 H -0.196 -0.904 0.999  C3 1.071
15 H -0.317 0.917 1.325  C3 1.048
16 H -1.028 -0.663 -1.028  C4 1.061
17 H 1.070 -2.023 -0.184  N5 0.998
18 H 1.455 -1.337 -1.710  N5 1.044
19 H -2.981 0.261 1.304  S7 1.386



Most stable structure, least stable structure: B, C.



A.
Molecular formula: C4H12N2S
Method: DFT, ωB97M-V/def2-TZVPD

Calculated values
LUMO energy (eV): 0.89
Multiplicity: 1
Total charge: 0
SMILES: C[C@H](CS)NCN

Bonds (Å) are listed after each position.
Cartesian coordinates (Å):
1 C 0.471 -0.284 1.329  C2 1.514, H8 1.099, H9 1.096, H10 1.091
2 C 0.616 0.108 -0.125  C1 1.514, C3 1.524, N5 1.486, H11 1.107
3 C 1.684 1.174 -0.336  C2 1.524, S4 1.821, H12 1.092, H13 1.101
4 S 3.417 0.626 -0.461  C3 1.821, H14 1.343
5 N -0.679 0.511 -0.734  C2 1.486, C6 1.472, H15 1.015
6 C -1.640 -0.604 -0.768  N5 1.472, N7 1.509, H16 1.094, H17 1.103
7 N -2.553 -0.639 0.432  C6 1.509, H18 1.026, H19 1.027
8 H 0.044 0.484 1.990  C1 1.099
9 H -0.275 -1.087 1.376  C1 1.096
10 H 1.345 -0.692 1.838  C1 1.091
11 H 1.000 -0.818 -0.595  C2 1.107
12 H 1.536 1.749 -1.252  C3 1.092
13 H 1.658 1.999 0.392  C3 1.101
14 H 3.641 0.155 0.777  S4 1.343
15 H -0.450 0.662 -1.711  N5 1.015
16 H -2.223 -0.453 -1.681  C6 1.094
17 H -1.198 -1.613 -0.823  C6 1.103
18 H -3.200 -1.395 0.182  N7 1.026
19 H -3.196 0.118 0.171  N7 1.027



B.
Molecular formula: C4H12N2S
Method: DFT, ωB97M-V/def2-TZVPD

Calculated values
LUMO energy (eV): 0.97
Multiplicity: 1
Total charge: 0
SMILES: CN[C@H](CN)CS

Bonds (Å) are listed after each position.
Cartesian coordinates (Å):
1 C 1.467 0.254 1.784  N2 1.456, H8 1.093, H9 1.089, H10 1.093
2 N 0.054 -0.068 1.639  C1 1.456, C3 1.447, H11 1.004
3 C -0.444 0.040 0.285  N2 1.447, C4 1.519, C6 1.560, H12 1.102
4 C 0.033 1.252 -0.497  C3 1.519, S5 1.840, H13 1.103, H14 1.098
5 S -1.015 1.891 -1.868  C4 1.840, H15 1.336
6 C -0.312 -1.301 -0.500  C3 1.560, N7 1.450, H16 1.103, H17 1.104
7 N -1.002 -1.311 -1.775  C6 1.450, H18 1.012, H19 1.007
8 H 2.169 -0.179 1.065  C1 1.093
9 H 1.667 1.319 1.885  C1 1.089
10 H 1.812 0.013 2.792  C1 1.093
11 H -0.122 -0.981 2.019  N2 1.004
12 H -1.507 0.323 0.348  C3 1.102
13 H 0.194 2.034 0.265  C4 1.103
14 H 0.997 1.164 -1.015  C4 1.098
15 H -2.164 2.107 -1.222  S5 1.336
16 H -0.867 -2.134 -0.035  C6 1.103
17 H 0.751 -1.599 -0.501  C6 1.104
18 H -0.689 -0.614 -2.438  N7 1.012
19 H -1.022 -2.209 -2.232  N7 1.007



Most stable structure, least stable structure: A, B.



A.
Molecular formula: C4H12N2S
Method: DFT, ωB97M-V/def2-TZVPD

Calculated values
LUMO energy (eV): 0.94
Multiplicity: 1
Total charge: 0
SMILES: CN[C@@H](CN)CS

Bonds (Å) are listed after each position.
Cartesian coordinates (Å):
1 C -0.991 0.704 2.434  N2 1.465, H8 1.100, H9 1.090, H10 1.089
2 N 0.364 0.492 1.918  C1 1.465, C3 1.464, H11 1.011
3 C 0.410 -0.043 0.556  N2 1.464, C4 1.535, C6 1.534, H12 1.099
4 C -0.310 0.967 -0.349  C3 1.535, S5 1.852, H13 1.086, H14 1.086
5 S 0.108 0.874 -2.151  C4 1.852, H15 1.331
6 C -0.104 -1.483 0.435  C3 1.534, N7 1.460, H16 1.101, H17 1.093
7 N 0.357 -2.130 -0.790  C6 1.460, H18 1.012, H19 1.015
8 H -1.696 -0.026 2.012  C1 1.100
9 H -1.366 1.685 2.140  C1 1.090
10 H -1.057 0.506 3.503  C1 1.089
11 H 0.870 -0.112 2.553  N2 1.011
12 H 1.455 -0.018 0.220  C3 1.099
13 H 0.162 1.907 -0.080  C4 1.086
14 H -1.396 0.967 -0.333  C4 1.086
15 H 1.395 0.534 -2.156  S5 1.331
16 H 0.173 -2.045 1.341  C6 1.101
17 H -1.190 -1.421 0.338  C6 1.093
18 H -0.170 -2.975 -0.967  N7 1.012
19 H 1.332 -2.396 -0.699  N7 1.015



B.
Molecular formula: C4H12N2S
Method: DFT, ωB97M-V/def2-TZVPD

Calculated values
LUMO energy (eV): 0.99
Multiplicity: 1
Total charge: 0
SMILES: [H]/N=C/NC.CSC

Bonds (Å) are listed after each position.
Cartesian coordinates (Å):
1 C 2.600 -0.438 1.145  S2 1.811, H4 1.087, H5 1.098, H6 1.086
2 S 1.647 -0.520 2.683  C1 1.811, C3 1.795
3 C 0.956 -2.169 2.514  S2 1.795, H7 1.088, H8 1.093, H9 1.090
4 H 2.103 -1.036 0.386  C1 1.087
5 H 3.592 -0.899 1.243  C1 1.098
6 H 2.794 0.613 0.954  C1 1.086
7 H 0.446 -2.449 3.434  C3 1.088
8 H 0.211 -2.218 1.716  C3 1.093
9 H 1.750 -2.882 2.292  C3 1.090
10 C -2.241 1.737 -2.767  N11 1.444, H14 1.091, H15 1.092, H16 1.095
11 N -1.500 0.727 -2.050  C10 1.444, C12 1.367, H17 0.998
12 C -1.343 0.851 -0.698  N11 1.367, N13 1.273, H18 1.092
13 N -0.378 0.295 -0.080  C12 1.273, H19 1.022
14 H -2.630 1.355 -3.712  C10 1.091
15 H -3.139 2.027 -2.218  C10 1.092
16 H -1.663 2.646 -2.965  C10 1.095
17 H -0.732 0.302 -2.526  N11 0.998
18 H -2.145 1.433 -0.238  C12 1.092
19 H -0.331 0.623 0.887  N13 1.022



C.
Molecular formula: C4H12N2S
Method: DFT, ωB97M-V/def2-TZVPD

Calculated values
LUMO energy (eV): 0.81
Multiplicity: 1
Total charge: 0
SMILES: N/C=C/N.CCS

Bonds (Å) are listed after each position.
Cartesian coordinates (Å):
1 C 2.519 -0.292 0.700  C2 1.335, N4 1.403, H5 1.086
2 C 1.671 0.224 -0.193  C1 1.335, N3 1.439, H6 1.083
3 N 1.127 -0.592 -1.245  C2 1.439, H7 1.012, H8 1.012
4 N 3.058 0.395 1.797  C1 1.403, H10 1.012, H11 1.013
5 H 2.887 -1.305 0.574  C1 1.086
6 H 1.223 1.200 -0.055  C2 1.083
7 H 1.187 -0.186 -2.170  N3 1.012
8 H 1.513 -1.527 -1.227  N3 1.012
9 H -0.244 -0.914 -0.876  S14 1.553
10 H 2.474 1.147 2.141  N4 1.012
11 H 3.220 -0.236 2.573  N4 1.013
12 C -2.519 0.835 0.287  C13 1.511, H15 1.091, H16 1.094, H17 1.094
13 C -2.742 -0.149 -0.838  C12 1.511, S14 1.837, H18 1.093, H19 1.090
14 S -1.625 -1.598 -0.682  H9 1.553, C13 1.837
15 H -1.541 1.317 0.242  C12 1.091
16 H -2.577 0.329 1.255  C12 1.094
17 H -3.282 1.617 0.348  C12 1.094
18 H -2.603 0.304 -1.823  C13 1.093
19 H -3.747 -0.569 -0.807  C13 1.090



D.
Molecular formula: C4H12N2S
Method: DFT, ωB97M-V/def2-TZVPD

Calculated values
LUMO energy (eV): 0.94
Multiplicity: 1
Total charge: 0
SMILES: NCCNCCS

Bonds (Å) are listed after each position.
Cartesian coordinates (Å):
1 C -0.879 -0.573 -1.352  N2 1.463, C6 1.524, H8 1.098, H9 1.098
2 N 0.463 -0.004 -1.221  C1 1.463, C3 1.475, H18 1.005
3 C 1.232 0.752 -0.214  N2 1.475, C4 1.539, H11 1.097, H12 1.087
4 C 1.896 -0.269 0.726  C3 1.539, S5 1.857, H13 1.095, H14 1.093
5 S 0.716 -0.982 1.970  C4 1.857, H10 1.341
6 C -1.891 0.305 -0.624  C1 1.524, N7 1.460, H15 1.088, H16 1.099
7 N -2.125 1.589 -1.279  C6 1.460, H17 1.002, H19 1.015
8 H -0.825 -1.614 -1.008  C1 1.098
9 H -1.027 -0.706 -2.431  C1 1.098
10 H 0.244 0.233 2.286  S5 1.341
11 H 2.062 1.198 -0.776  C3 1.097
12 H 0.612 1.513 0.251  C3 1.087
13 H 2.778 -0.004 1.319  C4 1.095
14 H 2.301 -1.036 0.061  C4 1.093
15 H -2.855 -0.157 -0.426  C6 1.088
16 H -1.419 0.528 0.343  C6 1.099
17 H -2.997 1.614 -1.772  N7 1.002
18 H 1.133 -0.450 -1.822  N2 1.005
19 H -1.386 1.916 -1.895  N7 1.015



Most stable structure, least stable structure: B, C.